C3H5ClN2S in the gas phase, computed with the ωB97M-V functional and the def2-TZVPD basis.

Each line ends with the Löwdin charge.
Atoms and positions in Å:
C: 0.59887 -1.33596 -0.39082  -0.2589
C: -0.99154 -0.45163 0.93520  -0.3189
C: 1.02707 0.03306 -0.67378  -0.6916
N: -0.42834 -1.55768 0.34410  0.0421
N: -1.19082 1.69559 -0.39133  -0.4203
S: -0.01087 1.14280 0.42448  0.8816
Cl: 2.76427 -0.02121 0.04658  0.5066
H: 1.06437 -2.13655 -0.72936  0.0640
H: -1.94362 -0.13934 0.65666  0.0496
H: -1.09763 -0.33980 2.03944  0.1027
H: 1.15932 0.43517 -1.64685  0.0655
H: -0.95108 2.67554 -0.61433  -0.0223

E_HOMO ... -0.328 Ha
Energy above the lowest of the compared OMol25 structures with the same formula, charge and spin ... 2.430 eV
LUMO ... 0.22 eV
HOMO-LUMO gap ... 9.140 eV
Total charge ... 0